1.
Computed, not measured: a single C4H5OP molecule at a distorted geometry, with ωB97M-V/def2-TZVPD.

Structure (XYZ):
```
11
Properties=species:S:1:pos:R:3:forces:R:3:lowdin_charge:R:1
P 0.890 2.023 0.001 0.2 -1.2 0.4 0.7281
O 3.545 -0.603 -0.341 -4.4 0.5 1.9 0.1958
C -0.384 0.845 -0.764 1.2 -1.1 -0.7 -0.5307
C 2.468 -0.423 0.132 3.8 0.5 -2.0 -0.0969
C -0.050 -0.377 0.177 -1.5 0.5 0.7 -0.2960
C 1.304 -0.012 0.732 1.1 0.3 -0.3 -0.4372
H -0.089 0.646 -1.855 -0.8 0.0 1.5 0.0661
H -1.412 1.143 -0.685 -0.4 0.2 -0.1 0.0327
H 1.450 -0.164 1.772 0.1 0.2 1.1 0.1066
H -0.743 -0.523 1.115 1.1 0.6 -2.0 0.1465
H 0.031 -1.338 -0.297 -0.4 -0.5 -0.5 0.0851
```
Forces are in eV/Å.

## Properties
total charge	0


2.
Computed, not measured: 14 unconnected molecules or ions with the total composition C48H66Cl8F30O20 at a distorted geometry, with ωB97M-V/def2-TZVPD.

Structure (XYZ):
```
172
Properties=species:S:1:pos:R:3:forces:R:3:lowdin_charge:R:1
Cl -2.059 4.433 -0.550 0.1 0.1 0.3 0.6603
Cl -0.554 -7.044 -1.238 -0.3 0.0 -0.1 0.5998
Cl -3.718 -3.863 1.093 -0.3 0.5 1.3 0.6660
Cl -1.785 4.608 -4.879 -0.3 -0.3 0.2 0.5901
Cl 1.684 3.340 -3.037 -0.2 0.0 -0.2 0.7099
Cl 2.564 -7.982 -1.489 0.3 0.1 -0.3 0.5528
Cl -4.499 -6.883 0.069 -0.2 -0.5 0.0 0.5815
Cl 4.821 3.928 -4.555 -0.2 -0.2 -0.3 0.5926
F 0.658 -2.616 0.725 0.1 -0.3 -0.3 0.1869
F 3.366 0.568 2.427 0.1 -0.1 -0.1 0.1607
F -4.082 -7.224 6.970 0.2 0.5 0.7 0.1764
F -2.607 -5.734 7.740 -0.6 -0.3 0.3 0.1759
F 1.586 -4.722 4.633 0.1 0.4 0.0 0.1662
F -6.091 0.228 -2.067 0.0 0.1 0.1 0.1639
F 2.617 3.518 7.374 0.3 -0.1 0.2 0.1803
F 4.772 2.336 3.539 -0.2 0.4 0.4 0.1668
F -1.352 -2.148 -0.003 0.3 -0.3 -0.5 0.1479
F 0.093 -5.951 -5.549 -0.1 0.0 0.1 0.1684
F -3.362 -0.847 -3.946 -0.1 0.2 -0.3 0.1741
F 3.379 3.664 4.664 1.5 -2.1 -1.6 0.1409
F 2.123 6.574 0.551 -0.4 0.5 -0.2 0.1708
F -3.700 1.256 -3.517 0.0 -0.3 -0.4 0.1439
F 0.789 5.073 -0.201 0.2 0.1 -0.3 0.0924
F -6.629 -0.702 -0.189 -0.1 -0.2 0.1 0.1837
F 4.372 0.127 4.310 -0.1 -0.5 -0.2 0.1706
F 0.152 7.139 -0.241 0.2 0.0 0.3 0.1675
F -0.984 -2.201 2.099 0.3 -0.2 0.0 0.1523
F 5.389 4.260 4.297 0.0 0.0 -0.5 0.1587
F 2.377 -0.612 3.941 -0.1 0.3 0.0 0.1614
F -4.179 0.487 -5.491 0.0 -0.4 0.4 0.1819
F -0.226 -3.596 4.979 0.0 0.3 -0.1 0.1875
F -2.364 -6.678 5.829 -0.2 0.3 0.0 0.1351
F -5.014 -1.503 -1.390 0.2 -0.2 0.2 0.1663
F 1.944 5.505 7.896 0.1 0.1 0.1 0.1838
F 3.181 5.217 6.129 0.0 1.0 1.3 0.1553
F -1.668 -6.986 -4.833 0.0 -0.2 0.1 0.1770
F -1.790 -5.704 -6.566 -0.2 0.1 -0.1 0.1704
F 1.166 -2.939 3.444 0.2 0.1 0.2 0.1701
O -0.594 -3.858 -4.272 1.1 -1.0 -0.5 0.0271
O 3.217 5.224 2.506 0.0 0.3 0.2 0.1654
O -3.431 -4.187 5.396 2.0 0.1 0.0 0.0376
O 4.315 3.656 1.359 -0.1 -1.0 0.6 0.0507
O 4.069 -1.751 1.510 -0.1 1.0 -0.4 0.0289
O 0.573 -5.245 1.998 0.3 0.1 -0.2 0.1400
O -2.663 -4.597 -3.911 -1.1 -0.2 0.0 0.1718
O 3.072 6.677 -1.860 -0.4 -0.1 1.4 0.0171
O 1.020 6.553 -2.762 -0.5 0.3 -0.2 0.1412
O -0.947 0.803 -4.173 -0.3 -0.2 0.7 0.1401
O -0.152 4.535 6.515 0.1 0.1 0.0 0.1649
O -1.822 1.016 -6.208 -1.9 -0.6 0.3 0.0083
O -5.326 -5.120 6.138 0.3 0.2 -0.2 0.1667
O 4.328 -2.606 3.548 0.2 -0.1 0.5 0.1819
O -0.058 0.259 1.924 0.3 0.0 0.8 0.1668
O -0.032 0.105 -0.297 0.0 -1.2 -0.5 0.0458
O -3.562 0.801 -0.801 0.2 0.0 -0.4 0.1555
O -1.194 -5.374 3.374 0.5 0.4 0.1 0.0284
O -4.995 0.942 0.908 -1.0 -0.5 -0.5 0.0446
O 1.204 4.099 4.792 -0.7 0.1 0.1 0.0208
C -0.727 -2.627 -3.554 -0.8 1.0 -1.1 -0.1888
C 4.347 3.576 3.756 0.9 0.3 0.8 -0.5046
C 4.060 -1.695 2.827 0.3 -0.9 -0.4 -0.4105
C 2.217 4.691 6.888 -0.6 0.2 -1.0 -0.5532
C 1.211 6.333 -0.384 0.0 0.2 0.2 -0.5456
C 3.562 -0.356 3.366 -0.5 0.0 0.6 -0.5385
C -4.008 -3.173 4.572 -0.6 0.4 -0.2 -0.1925
C -3.326 0.380 -4.471 -0.1 0.8 0.3 -0.5221
C 0.174 1.498 -0.441 0.8 1.6 0.2 -0.1930
C -3.295 -6.189 6.688 1.1 -0.5 -1.1 -0.5220
C -1.226 -5.855 -5.364 0.3 -0.2 -0.3 -0.5591
C -1.369 -7.737 2.753 0.8 0.8 -1.0 -0.0351
C 0.623 -3.989 4.038 0.0 -1.1 0.2 -0.5443
C 0.941 4.460 6.027 -0.8 -0.2 0.7 -0.3861
C 4.423 -2.988 0.879 -0.8 0.0 -0.6 -0.1728
C -2.009 3.840 -2.219 -1.1 -0.4 -0.7 -0.6328
C 0.624 -2.039 -3.229 0.0 -0.4 0.1 -0.0390
C -0.426 -1.888 0.923 -0.8 0.5 0.5 -0.5479
C 3.244 3.439 -5.271 -0.4 0.2 0.2 -0.6043
C -1.859 -6.312 2.509 -1.1 -0.8 0.7 -0.2277
C -3.294 -4.539 -0.447 -0.5 -0.4 -1.3 -0.6887
C -0.008 -4.943 3.003 -0.6 0.0 -0.3 -0.3965
C 3.890 4.238 2.464 -0.4 0.8 -0.5 -0.3840
C -1.610 -4.690 -4.453 0.9 1.0 1.1 -0.3985
C 4.116 8.585 -2.949 -0.1 -0.4 0.5 -0.0418
C 2.014 -6.584 -0.534 -0.6 -0.4 0.5 -0.6636
C -4.574 -1.983 5.353 -0.7 -0.6 0.2 -0.0375
C -1.894 0.752 -4.903 1.5 0.4 -1.4 -0.3804
C -2.066 5.026 -3.155 1.2 0.9 0.5 -0.6289
C 0.812 -5.903 -1.176 0.4 0.0 0.1 -0.6374
C -4.442 -5.445 -0.955 1.0 1.1 0.5 -0.6263
C 3.782 7.101 -3.015 0.0 0.5 -1.1 -0.2229
C 1.745 6.561 -1.815 1.0 -0.5 -0.8 -0.3903
C -4.112 1.767 1.668 0.6 0.1 0.8 -0.1747
C -4.127 -5.080 6.025 -1.9 -0.1 0.3 -0.4114
C 0.569 3.401 2.586 0.6 0.0 0.8 -0.0535
C 0.076 3.736 3.999 -0.2 -0.2 -2.1 -0.1639
C -3.090 0.907 2.400 0.2 -0.4 -0.8 -0.0269
C 4.082 4.302 0.122 1.4 0.6 -2.2 -0.2063
C -4.611 0.530 -0.292 1.2 0.7 1.2 -0.3859
C 4.705 3.428 -0.995 -0.2 0.0 1.6 -0.0530
C -1.058 2.374 -7.979 -0.3 -0.1 -0.2 -0.0568
C -0.109 -0.391 0.929 -0.2 1.1 -0.5 -0.3921
C 1.600 1.912 -0.083 0.1 0.7 0.2 -0.0765
C -5.606 -0.386 -0.973 -0.8 -0.1 -0.6 -0.5533
C -0.632 1.425 -6.867 0.4 0.8 0.3 -0.1976
C 2.090 4.153 -4.568 1.2 0.2 -0.1 -0.6072
C 4.211 -2.828 -0.626 0.8 -0.1 -0.6 -0.0491
H 1.792 1.941 0.990 0.1 -0.9 -0.3 0.0411
H 5.180 -2.935 -1.120 -0.1 0.0 -0.1 0.0753
H 4.662 6.464 -3.068 -0.1 0.0 0.0 0.1009
H 3.576 -3.601 -1.057 -0.1 0.0 0.2 0.0565
H -3.239 -2.798 3.900 0.4 -0.5 0.2 0.0961
H -0.231 2.884 -8.473 0.2 -0.3 0.1 0.0792
H -1.190 -1.985 -4.312 -0.2 0.2 0.5 0.1133
H 2.859 -5.935 -0.317 -0.1 0.2 -0.4 0.0598
H 2.350 1.361 -0.650 -0.1 -0.4 0.2 0.0841
H -1.713 3.172 -7.628 0.0 -0.1 0.3 0.0617
H 5.569 2.992 -0.489 0.1 -0.4 -0.4 0.0881
H 4.457 8.923 -3.925 0.0 0.0 0.0 0.0845
H -1.983 -8.451 2.208 -0.3 0.0 0.3 0.0834
H 4.881 8.793 -2.202 0.0 0.0 0.0 0.0824
H 3.236 3.727 -6.320 0.2 0.0 0.0 0.0740
H -3.621 2.497 1.024 0.0 -0.1 -0.1 0.0869
H 3.062 4.579 -0.132 0.0 -0.3 0.8 0.0775
H -2.935 5.669 -3.038 -0.4 -0.5 -0.2 0.0788
H -1.134 3.226 -2.409 0.1 0.2 0.2 0.0216
H -0.147 0.526 -7.249 0.2 0.1 0.0 0.1336
H 1.799 2.964 -0.314 -0.5 -0.2 -0.4 0.0265
H 1.705 -7.022 0.414 -0.1 0.2 0.0 0.0458
H -4.741 2.298 2.379 -0.2 0.0 -0.1 0.1286
H -0.010 1.768 -1.478 -0.1 -0.6 -0.1 0.0728
H -5.354 -4.871 -0.813 -0.2 -0.3 -0.2 0.0630
H -3.511 0.123 3.029 -0.4 0.4 0.2 0.0712
H 1.153 2.478 2.590 -0.1 0.1 0.2 0.0604
H -4.169 -1.034 5.014 -0.1 0.0 -0.1 0.0573
H -1.293 -7.933 3.818 -0.2 -0.2 0.0 0.0761
H 5.465 -3.222 1.081 -0.1 -0.1 0.4 0.1322
H 1.159 -2.726 -2.570 0.2 0.3 0.1 0.0696
H 4.711 5.196 0.087 -0.5 0.3 0.5 0.1361
H 2.470 5.131 -4.281 -0.4 0.0 -0.1 0.0168
H -1.414 -2.730 -2.713 0.2 -0.1 0.1 0.1166
H 3.727 -3.747 1.235 0.4 -0.2 0.4 0.1223
H -4.270 -5.711 -1.995 -0.1 -0.1 0.0 0.0663
H 1.204 4.220 2.247 -0.2 -0.1 -0.2 0.0643
H -0.381 -7.812 2.290 0.1 -0.2 0.3 0.0702
H 0.467 -5.058 -0.583 0.2 0.0 0.1 0.0446
H 4.006 2.658 -1.312 0.3 0.0 -0.3 0.0368
H 3.835 -1.865 -0.968 -0.2 0.1 0.5 0.0769
H -1.629 1.820 -8.725 0.1 0.0 -0.1 0.0820
H 3.186 6.980 -3.924 -0.1 -0.4 0.2 0.1093
H 5.079 4.030 -1.815 -0.3 0.0 -0.1 0.0258
H 3.200 9.107 -2.669 0.1 0.2 -0.1 0.0867
H -2.902 3.222 -2.299 0.2 -0.1 -0.2 0.0526
H 1.240 4.284 -5.233 -0.3 -0.3 0.3 0.0582
H 3.174 2.359 -5.173 0.0 0.0 -0.1 0.0618
H -2.888 -6.242 2.864 0.0 0.1 -0.2 0.1045
H -2.375 1.507 2.959 -0.1 0.0 0.1 0.0798
H -4.749 -3.675 3.949 -0.2 0.2 0.1 0.1122
H -0.283 3.257 1.922 0.0 0.1 0.1 0.0662
H -2.526 0.349 1.650 0.1 0.2 0.0 0.0576
H -5.659 -2.020 5.245 0.0 0.4 -0.1 0.0812
H 0.480 -1.058 -2.776 -0.1 -0.2 0.3 0.0672
H -1.848 -5.994 1.472 0.4 0.0 0.0 0.0621
H 1.219 -1.847 -4.121 -0.1 -0.3 -0.1 0.0864
H -4.417 -2.047 6.430 0.3 -0.2 -0.1 0.0872
H 1.010 -5.581 -2.197 0.1 0.0 0.0 0.0604
H -0.429 2.842 4.357 -0.2 0.3 0.7 0.1313
H -1.225 5.675 -2.904 0.1 -0.1 -0.1 0.0332
H -0.578 4.589 3.827 -0.3 0.0 0.9 0.1344
H -3.179 -3.681 -1.109 0.1 -0.2 -0.2 0.0486
H -2.360 -5.088 -0.356 0.0 0.0 -0.1 0.0135
H -0.545 2.073 0.145 -0.1 -0.3 0.2 0.0895
H -0.013 1.927 -6.118 0.2 -0.1 -0.2 0.1066
```
Forces are in eV/Å.

## Properties
total charge	0


3.
Computed, not measured: a gas-phase ion, C4H8NO2 (charge -1) at a distorted geometry, with ωB97M-V/def2-TZVPD.

Structure (XYZ):
```
15
Properties=species:S:1:pos:R:3:forces:R:3:lowdin_charge:R:1
O 2.918 0.408 0.703 0.2 0.4 0.1 0.0090
O -1.429 -2.030 0.204 -0.3 -0.3 0.3 -0.3200
N -1.783 0.640 0.107 0.2 0.2 -0.1 -0.0092
C 0.552 0.778 0.565 0.5 0.9 -0.6 -0.1758
C -0.434 -1.448 -0.421 1.0 1.2 -0.6 -0.5235
C 1.947 0.682 0.037 0.1 -1.1 0.4 -0.2919
C -0.460 0.165 -0.388 -1.6 -0.2 0.6 -0.3953
H -2.487 -0.075 -0.104 0.5 -0.1 -0.1 0.0502
H 2.070 0.752 -1.062 -0.2 0.3 0.0 0.1206
H 0.343 1.855 0.602 -0.1 0.2 0.0 0.1151
H -1.673 0.505 1.104 -0.4 0.1 0.3 0.0386
H 0.506 0.451 1.605 0.0 -0.5 -0.1 0.1253
H 0.615 -1.624 -0.032 -0.1 -0.5 0.0 0.0779
H -0.335 0.585 -1.393 0.3 0.0 0.0 0.1078
H -0.350 -1.644 -1.528 -0.1 -0.4 0.0 0.0714
```
Forces are in eV/Å.

## Properties
structure (SMILES)	N[C@H](C[O-])CC=O
total charge	-1


E_tot, respectively: -15561.2483 -273503.8555 -9862.0239 eV.
Energy above the lowest of the compared OMol25 structures with the same formula, charge and spin, respectively: 63.8 69.1 63.7 kcal/mol.